Entry one
# C5H11N3O

A 2-piece molecular cluster, C5H11N3O overall (wB97M-V/def2-TZVPD, the OMol25 dataset).

Values from the calculation:
HOMO energy   -9.31 eV
Charge   0

Each line ends with the Löwdin charge.
Cartesian coordinates (Å):
H: -2.3916 0.6832 -0.3538  0.0679
N: -1.4474 0.5125 -0.7081  0.1041
C: -0.5462 0.6854 0.1700  -0.3979
C: -0.7769 1.1917 1.5647  -0.0382
C: 0.9934 0.9152 -0.3337  -0.4248
C: 1.2518 0.2151 -1.6623  -0.0527
O: 1.8832 0.5978 0.6550  -0.0929
H: -0.0893 0.7016 2.2532  0.0746
H: -0.5751 2.2646 1.6098  0.0946
H: -1.7939 0.9962 1.8915  0.0775
H: 0.9955 2.0047 -0.4632  0.1461
H: 0.4594 0.4443 -2.3692  0.0660
H: 1.2969 -0.8630 -1.5122  0.0672
H: 2.2090 0.5475 -2.0610  0.0790
H: 1.6977 -0.4048 0.9536  0.0606
N: 0.8489 -1.7569 1.1782  0.1878
C: -0.1538 -1.7953 0.5781  -0.3418
N: -1.1740 -2.2288 -0.1390  0.1309
H: -1.5587 -1.5311 -0.7709  0.0725
H: -1.1289 -3.1800 -0.4807  0.1195



Entry two
# C5H11N3O

One molecule with the formula C5H11N3O (wB97M-V/def2-TZVPD, the OMol25 dataset).

Values from the calculation:
HOMO energy   -9.21 eV
Charge   0

Each line ends with the Löwdin charge.
Cartesian coordinates (Å):
C: -0.0111 2.4269 -0.7368  -0.0964
C: 1.4267 1.8814 -0.5408  -0.1294
C: 1.5784 0.5862 -0.8137  -0.2406
C: 0.7192 -0.1590 -1.7467  -0.2080
N: -0.6674 -0.5168 -1.0687  0.0321
C: -0.7712 -0.9552 0.1133  -0.5077
N: -2.0178 -0.9254 0.8018  0.0825
N: 0.2439 -1.4097 1.0267  0.0178
O: -0.1059 -1.1015 2.4264  -0.1280
H: -0.2009 2.6925 0.2607  0.0322
H: -0.7658 1.5702 -0.9220  0.0795
H: -0.3029 3.4529 -1.1154  0.0878
H: 2.1548 2.3232 0.1792  0.1122
H: 2.6394 0.2980 -0.5721  0.1184
H: 0.4473 0.3467 -2.8752  0.1663
H: 1.1061 -1.2704 -2.1305  0.1455
H: -2.9427 -0.6171 0.2454  0.1773
H: -2.0297 -1.6782 1.3853  0.0333
H: 0.9854 -0.7063 0.8226  0.0928
H: -0.8069 -0.3184 2.3401  0.1324



Most stable one: entry one, least stable one: entry two.



Entry one
# C5H11N3O

A 2-piece molecular cluster, C5H11N3O overall (wB97M-V/def2-TZVPD, the OMol25 dataset).

Values from the calculation:
HOMO energy   -8.79 eV
Charge   0

Each line ends with the Löwdin charge.
Cartesian coordinates (Å):
N: -1.3872 1.1991 -0.7488  0.0124
C: -1.8954 -0.1533 -0.6773  -0.2796
C: -0.8806 -1.1465 -1.2730  -0.1455
C: 0.3693 -1.1762 -0.4595  -0.2961
C: 1.5536 -0.6109 -0.8871  -0.1197
N: 2.3796 -0.4607 0.1903  0.0411
C: 1.7400 -0.8189 1.2524  -0.1844
N: 0.4849 -1.2804 0.8856  0.0912
H: -1.8496 1.8042 -0.1045  0.0356
H: -0.3884 1.2549 -0.8619  0.0642
H: -2.0810 -0.4676 0.3598  0.1011
H: -2.8299 -0.3055 -1.2216  0.1042
H: -1.4014 -2.0943 -1.4391  0.1092
H: -0.6064 -0.8823 -2.2947  0.1149
H: 1.8000 -0.1914 -1.8444  0.1051
H: 2.0064 -0.8658 2.2944  0.1129
H: -0.1525 -1.7837 1.4773  0.1499
O: -0.9085 3.1381 1.4106  -0.0510
H: -0.4402 2.6077 0.7666  0.0064
H: -1.7401 2.7457 1.6691  0.0278



Entry two
# C5H11N3O

C5H11N3O as an isolated structure (wB97M-V/def2-TZVPD, the OMol25 dataset).

Values from the calculation:
HOMO energy   -7.45 eV
Charge   0

Each line ends with the Löwdin charge.
Cartesian coordinates (Å):
C: -1.9404 0.9379 1.3234  -0.0828
C: -1.9604 -1.1238 -0.6148  -0.3065
N: -1.0201 -1.8424 -0.2292  0.1438
N: -2.9948 -0.7801 -1.1282  0.2193
H: -0.0366 -1.3892 0.6612  0.1025
H: -0.6424 -2.5814 -0.8009  0.1214
H: -3.1905 0.1430 -1.4741  0.0944
H: -2.2268 0.0124 1.8132  0.0233
H: -1.5990 1.6257 2.1051  0.0270
H: -2.7938 1.3827 0.8215  0.0075
C: 2.9111 0.4700 -1.3747  -0.0374
C: 1.7154 0.3582 -0.5072  -0.4316
C: 1.5204 0.0324 0.9168  -0.2690
N: 0.5730 0.8683 -0.3652  0.1575
O: 0.9134 -1.0431 1.3462  -0.1172
H: -1.0382 0.8955 0.6148  -0.0172
H: 2.1607 0.5251 1.6573  0.1289
H: 2.5997 0.7158 -2.3913  0.0732
H: 3.4733 -0.4659 -1.3668  0.0770
H: 3.5760 1.2589 -1.0071  0.0859



Entry three
# C5H11N3O

One molecule with the formula C5H11N3O (wB97M-V/def2-TZVPD, the OMol25 dataset).

Values from the calculation:
HOMO energy   -8.95 eV
Charge   0

Each line ends with the Löwdin charge.
Cartesian coordinates (Å):
H: 0.3401 0.6853 1.7344  0.0280
N: -0.0049 -0.1747 2.1487  0.1299
C: -0.9532 -0.5118 1.3130  -0.5072
C: -1.8633 -1.6601 1.4837  -0.0538
N: -1.2749 0.1450 0.0951  -0.0263
N: -0.5090 1.2460 -0.4376  0.0884
C: 0.7203 0.9281 -0.8151  -0.3100
C: 1.5946 2.0783 -1.1954  -0.0349
C: 1.2683 -0.4454 -0.8654  -0.2423
O: 0.6971 -1.3200 -1.7997  -0.0225
H: -1.6309 -2.0721 2.4428  0.0626
H: -3.0221 -1.2929 1.4749  0.1363
H: -1.8128 -2.3983 0.6724  0.0767
H: -2.2819 0.2124 -0.0765  0.1288
H: 1.0521 2.9407 -0.7845  0.0826
H: 2.5473 1.9866 -0.6821  0.0831
H: 1.7667 2.2149 -2.2514  0.0841
H: 1.2515 -0.8843 0.1119  0.0985
H: 2.3356 -0.2914 -1.0517  0.1249
H: -0.2205 -1.3862 -1.5175  0.0732



Most stable one: entry one, least stable one: entry two.



Entry one
# C5H8ClNO

One molecule with the formula C5H8ClNO (wB97M-V/def2-TZVPD, the OMol25 dataset).

Values from the calculation:
HOMO energy   -9.13 eV
Charge   0

Each line ends with the Löwdin charge.
Cartesian coordinates (Å):
C: 1.9714 0.2887 0.3888  -0.1127
C: 0.6225 -0.1179 0.9473  -0.6525
Cl: 0.5892 0.0659 2.6843  0.6670
C: -0.4836 -0.4396 0.2691  -0.3189
C: -1.8145 -0.7979 0.8096  -0.0629
C: -0.4205 -0.4501 -1.2319  -0.1608
N: -0.2651 0.4637 -2.0619  0.0034
O: -0.2144 1.6933 -1.4388  -0.0452
H: 2.1013 1.3576 0.4308  0.0717
H: 2.0023 -0.0350 -0.6622  0.0770
H: 2.7707 -0.1613 1.0180  0.0798
H: -2.5882 -0.1583 0.3868  0.0905
H: -2.0264 -1.8105 0.4387  0.0902
H: -1.8727 -0.8113 1.8964  0.0583
H: -0.3770 -1.4056 -1.7465  0.1234
H: 0.0052 2.3184 -2.1284  0.0917



Entry two
# C5H8ClNO

A 2-piece molecular cluster, C5H8ClNO overall (wB97M-V/def2-TZVPD, the OMol25 dataset).

Values from the calculation:
HOMO energy (alpha / beta)   -8.31 / -8.70 eV
Charge   0

Each line ends with the Löwdin charge.
Cartesian coordinates (Å):
C: 1.6735 -1.0527 0.1753  0.1092
C: 0.7732 0.0098 0.3100  -0.4749
C: -1.4768 1.0690 -1.4095  -0.6216
C: 1.2095 1.4917 0.3196  -0.0360
C: -1.3758 -1.1862 0.7068  -0.1563
N: -0.4891 -0.1216 0.6301  -0.0295
O: -2.1033 2.0957 -1.5044  0.0219
Cl: -1.0750 -0.1458 -2.5844  0.6413
H: 1.1194 -2.0248 0.1653  0.0614
H: 2.7617 -1.0995 0.0195  0.0690
H: 0.3680 2.1233 -0.1002  0.0799
H: 2.1169 1.4794 -0.1743  0.0333
H: 1.4653 1.7966 1.3541  0.0879
H: -1.9985 -1.2158 -0.2501  0.0805
H: -0.8760 -2.1382 0.8643  0.0687
H: -2.0929 -1.0809 1.4779  0.0653



Most stable one: entry one, least stable one: entry two.



Entry one
# O2

One molecule with the formula O2 (wB97M-V/def2-TZVPD, the OMol25 dataset).

Values from the calculation:
HOMO energy   -10.69 eV
Charge   0

Each line ends with the Löwdin charge.
Cartesian coordinates (Å):
O: -0.4652 -0.4438 0.0539  0.0000
O: 0.4652 0.4438 -0.0539  0.0000



Entry two
# O2

A 2-piece molecular cluster, O2 overall (wB97M-V/def2-TZVPD, the OMol25 dataset).

Values from the calculation:
HOMO energy   -13.17 eV
Charge   0

Each line ends with the Löwdin charge.
Cartesian coordinates (Å):
O: 0.0000 0.0000 1.0166  0.0000
O: 0.0000 0.0000 -1.0166  0.0000



Most stable one: entry one, least stable one: entry two.



Entry one
# C4H6OS

One molecule with the formula C4H6OS (wB97M-V/def2-TZVPD, the OMol25 dataset).

Values from the calculation:
HOMO energy   -8.47 eV
Charge   0

Each line ends with the Löwdin charge.
Cartesian coordinates (Å):
C: -2.8184 -0.0923 -0.0465  -0.0954
C: -1.5514 0.4420 0.1659  -0.5129
S: -0.2501 -0.6792 0.0184  0.9319
C: 1.2826 0.2911 0.1319  -0.6713
C: 2.4797 -0.5028 -0.0259  -0.1092
O: 0.9181 1.4890 -0.1244  -0.0836
H: -2.7808 -1.3309 -0.5499  0.1354
H: -3.7246 0.5081 -0.1533  0.0334
H: -1.3481 1.4399 0.2126  0.0256
H: 3.4527 0.0668 -0.4539  0.1532
H: 2.2353 -1.5105 -0.6130  0.1241
H: 2.4681 -1.0463 0.9072  0.0688



Entry two
# C4H6OS

One molecule with the formula C4H6OS (wB97M-V/def2-TZVPD, the OMol25 dataset).

Values from the calculation:
HOMO energy (alpha / beta)   -8.02 / -8.02 eV
Charge   0

Each line ends with the Löwdin charge.
Cartesian coordinates (Å):
C: -0.4173 -0.6305 0.5995  -0.2544
C: 0.7014 0.0628 1.2564  -0.6290
C: -0.8063 -0.1332 -0.7445  -0.2420
C: 0.1546 0.5903 -1.5265  -0.0877
O: -0.7776 1.3328 -0.9497  0.0446
S: 2.2172 0.1309 0.2348  0.5376
H: -0.2108 -1.7370 0.3474  0.1560
H: -1.3944 -0.6324 1.0700  0.1156
H: 0.5596 1.0842 1.4453  0.0368
H: 1.0568 -0.4473 2.1394  0.0589
H: -1.6472 -0.4630 -1.4482  0.1777
H: 0.5640 0.8424 -2.4238  0.0860



Most stable one: entry one, least stable one: entry two.